{
  "formula": "C44H125N11O13",
  "method": "ωB97M-V with the def2-TZVPD basis set",
  "species": ["O", "O", "O", "O", "O", "O", "O", "O", "O", "O", "O", "O", "O", "N", "N", "N", "N", "N", "N", "N", "N", "N", "N", "N", "C", "C", "C", "C", "C", "C", "C", "C", "C", "C", "C", "C", "C", "C", "C", "C", "C", "C", "C", "C", "C", "C", "C", "C", "C", "C", "C", "C", "C", "C", "C", "C", "C", "C", "C", "C", "C", "C", "C", "C", "C", "C", "C", "C", "H", "H", "H", "H", "H", "H", "H", "H", "H", "H", "H", "H", "H", "H", "H", "H", "H", "H", "H", "H", "H", "H", "H", "H", "H", "H", "H", "H", "H", "H", "H", "H", "H", "H", "H", "H", "H", "H", "H", "H", "H", "H", "H", "H", "H", "H", "H", "H", "H", "H", "H", "H", "H", "H", "H", "H", "H", "H", "H", "H", "H", "H", "H", "H", "H", "H", "H", "H", "H", "H", "H", "H", "H", "H", "H", "H", "H", "H", "H", "H", "H", "H", "H", "H", "H", "H", "H", "H", "H", "H", "H", "H", "H", "H", "H", "H", "H", "H", "H", "H", "H", "H", "H", "H", "H", "H", "H", "H", "H", "H", "H", "H", "H", "H", "H", "H", "H", "H", "H", "H", "H", "H", "H", "H", "H"],
  "positions_angstrom": [[8.33, -23.34, 4.48], [4.65, -28.15, -0.67], [4.09, -29.05, 5.64], [11.41, -24.32, -0.55], [8.20, -27.11, -2.33], [1.98, -27.84, -5.82], [7.20, -20.74, 1.72], [-0.14, -22.94, -1.77], [9.89, -28.16, 1.63], [3.45, -24.32, 2.74], [2.33, -32.03, -0.90], [6.06, -30.55, -4.74], [7.46, -29.73, 2.60], [5.30, -26.47, -2.82], [8.11, -20.91, 7.28], [4.67, -29.89, 8.96], [5.36, -23.50, -0.04], [2.72, -24.08, -3.96], [5.07, -32.62, -1.75], [1.64, -25.84, 1.15], [-1.12, -28.99, -4.27], [11.39, -21.61, -1.60], [6.86, -26.03, -0.33], [8.49, -31.93, 3.85], [-0.58, -21.72, -1.35], [5.25, -30.36, -5.89], [4.72, -30.47, 7.60], [7.77, -29.59, 3.98], [5.70, -26.67, -5.27], [8.58, -28.47, -2.27], [8.50, -22.11, 5.14], [0.61, -28.19, -5.77], [11.32, -23.19, 0.27], [-0.05, -24.13, 1.17], [4.74, -27.12, 0.43], [7.37, -32.24, -2.56], [6.53, -22.67, 0.38], [3.18, -28.53, 4.61], [6.47, -26.01, 1.93], [7.69, -21.97, 6.40], [7.69, -26.73, -3.62], [1.47, -24.39, 1.24], [5.33, -31.45, -3.88], [9.13, -23.57, 3.35], [12.01, -21.95, -0.36], [6.08, -21.49, 1.23], [3.51, -28.98, -0.73], [6.18, -27.06, -3.83], [12.04, -20.78, 0.59], [2.08, -23.88, 2.56], [1.16, -22.87, -2.44], [6.94, -19.47, 2.25], [4.14, -24.04, 3.99], [2.41, -27.49, -7.13], [11.12, -25.54, 0.14], [0.12, -28.44, -4.33], [4.58, -31.94, 7.76], [1.14, -29.35, -3.73], [6.26, -26.85, 0.68], [6.16, -30.10, 2.31], [7.83, -30.97, 4.74], [3.59, -29.92, 6.63], [7.41, -22.38, -0.84], [5.96, -31.72, -2.44], [1.57, -24.28, -3.09], [8.47, -31.01, 6.07], [6.19, -21.95, 6.33], [1.80, -25.46, -2.12], [13.03, -22.26, -0.60], [0.98, -29.63, -2.69], [9.11, -20.91, 7.39], [8.84, -28.48, -1.21], [10.48, -21.18, -1.45], [8.25, -27.17, -4.44], [4.87, -28.90, 8.86], [1.06, -25.43, -1.33], [1.97, -23.88, 0.41], [11.52, -26.38, -0.43], [7.41, -33.22, -3.03], [3.67, -27.96, 3.82], [-0.78, -20.95, -2.09], [8.34, -21.82, -0.68], [2.81, -29.39, 7.18], [2.64, -29.37, 4.18], [5.92, -31.12, 2.62], [3.06, -30.74, 6.15], [12.73, -20.03, 0.20], [1.61, -24.30, 3.45], [-1.56, -29.00, -3.37], [4.34, -31.09, -3.62], [5.92, -22.95, 5.97], [7.80, -25.76, -0.09], [5.50, -21.82, 2.09], [10.26, -22.93, 0.26], [0.28, -28.96, -6.47], [5.46, -29.38, 2.73], [5.72, -25.22, 2.01], [2.67, -28.31, -0.86], [10.42, -28.79, 1.14], [5.80, -21.22, 5.62], [4.17, -30.21, -5.76], [5.64, -26.68, -1.90], [2.17, -26.45, -7.34], [5.49, -20.84, 0.59], [6.79, -31.31, 4.82], [4.22, -27.34, 1.37], [7.16, -28.85, 4.50], [11.15, -22.41, -2.15], [9.31, -28.77, -3.03], [8.75, -29.10, 3.96], [2.33, -28.01, 5.05], [9.09, -22.97, 2.44], [2.85, -25.38, -1.83], [0.00, -21.16, -0.61], [12.59, -20.85, 1.53], [11.68, -23.34, 1.29], [5.06, -24.63, 4.01], [8.00, -31.81, 6.64], [8.44, -31.54, 2.92], [8.20, -30.11, 6.63], [9.13, -24.61, 3.01], [-1.58, -21.88, -0.95], [1.11, -30.30, -4.27], [2.98, -25.00, -4.28], [1.68, -26.40, -2.66], [5.99, -30.76, -1.92], [-0.57, -24.33, 2.11], [2.40, -32.71, -1.56], [7.80, -25.65, -3.61], [3.54, -29.59, 0.18], [9.03, -28.57, 1.70], [5.94, -30.16, 1.24], [1.87, -22.66, -1.64], [6.42, -19.58, 3.20], [11.65, -25.63, 1.08], [6.86, -21.81, -1.58], [9.56, -31.04, 6.00], [4.47, -23.01, 4.09], [5.76, -22.00, 7.33], [4.59, -23.56, 0.60], [4.17, -32.17, -1.69], [1.06, -22.09, -3.19], [1.94, -26.13, 0.23], [7.95, -19.08, 2.40], [-0.57, -24.56, 0.31], [6.51, -26.60, 2.85], [3.66, -32.25, 8.26], [3.47, -24.25, 4.83], [5.62, -24.47, -0.15], [0.84, -24.57, -3.85], [7.14, -23.33, 1.00], [3.49, -27.56, -7.11], [4.70, -27.09, -5.42], [7.85, -31.49, -3.19], [5.71, -25.59, -5.34], [0.07, -27.26, -5.99], [6.90, -27.70, 0.93], [4.29, -26.21, 0.04], [1.38, -31.89, -0.79], [9.54, -21.90, 5.40], [2.08, -22.79, 2.58], [9.47, -31.90, 4.10], [2.47, -25.92, 1.72], [1.91, -28.10, -7.89], [5.31, -32.35, 8.45], [3.54, -29.67, -1.57], [4.40, -26.94, -2.83], [2.16, -28.98, -3.76], [10.06, -25.76, 0.29], [7.99, -22.91, 6.86], [0.21, -27.48, -3.82], [-0.16, -23.04, 1.13], [4.61, -32.52, 6.84], [6.47, -18.75, 1.58], [5.24, -32.42, -4.38], [-1.23, -29.86, -4.78], [6.28, -27.13, -6.07], [7.78, -21.23, 8.18], [7.77, -29.19, -2.32], [7.30, -25.31, 1.95], [5.40, -31.21, -6.55], [11.08, -20.30, 0.76], [5.69, -29.44, -6.30], [8.16, -21.40, 4.39], [3.54, -23.82, -3.44], [5.39, -30.37, 9.48], [6.99, -26.56, -1.18], [5.71, -30.21, 7.22], [7.96, -32.37, -1.66], [6.01, -28.13, -3.65], [4.67, -33.30, -2.37], [7.71, -23.30, -1.33], [10.17, -23.60, 3.69]],
  "total_charge": 0,
  "de_lowest_kcal_mol": 124.9,
  "gap_ev": 8.47
}